# 1
The molecule C4H3NO2. Source: the Open Molecules 2025 dataset; level of theory: ωB97M-V/def2-TZVPD.

## Properties
lowest unoccupied orbital energy = -0.353 eV
total charge = 0
E_tot = -9777.80914 eV
Kohn-Sham gap = 8.7 eV
ΔE to the lowest compared entry with this formula, charge and spin = 3.877 eV

The geometry in XYZ format:
```
10
Properties=species:S:1:pos:R:3:forces:R:3
O -2.325055 -1.738646 -0.759095 -0.969 2.945 -0.032
C -1.359097 -1.035187 -0.876636 4.451 -6.072 -0.549
C -0.513278 0.141672 -0.588436 -1.296 -0.189 -0.947
N 0.776848 0.158541 -0.965745 -3.222 0.534 0.806
C 1.351073 0.684451 0.135230 -0.120 0.259 0.926
C 0.406980 0.812674 1.123934 0.578 1.843 1.004
O -0.848717 0.572696 0.660719 2.643 -0.343 -1.354
H -0.295584 -1.782261 -0.929175 -2.418 1.053 -0.692
H 2.408605 0.895076 0.119218 -0.058 0.045 0.450
H 0.398225 1.290985 2.079987 0.412 -0.077 0.389
```
Forces are in eV/Å.


# 2
C46H40N4O6PS2V as an isolated structure. Source: the Open Molecules 2025 dataset; level of theory: ωB97M-V/def2-TZVPD.

## Properties
lowest unoccupied orbital energy (spin up / spin down) = -0.323 / -0.244 eV
⟨S²⟩ = 2.01
spin multiplicity = 3
total charge = 0
E_tot = -123248.96758 eV
Kohn-Sham gap (spin up / spin down) = 7.3 / 7.4 eV
ΔE to the lowest compared entry with this formula, charge and spin = 0.334 eV

The geometry in XYZ format:
```
100
Properties=species:S:1:pos:R:3:forces:R:3
V 0.153448 -0.214334 -0.962347 -0.383 -0.167 -0.167
C -0.713037 -1.597497 6.852563 0.020 0.016 -0.025
C -0.536654 -0.738733 5.627792 0.001 -0.028 0.015
C 0.174177 -1.200988 4.522774 0.061 -0.100 0.031
C 0.357568 -0.412176 3.397742 -0.050 0.033 0.171
C -0.191466 0.860073 3.378435 0.058 0.064 -0.043
C -0.902864 1.347215 4.465168 -0.055 0.015 0.036
C -1.070700 0.546781 5.584331 0.016 0.002 -0.024
S 0.009983 1.884386 1.944837 -0.158 0.066 -0.120
O 1.408275 2.086782 1.692323 0.006 -0.070 0.051
O -0.827642 3.035557 2.159253 -0.116 0.134 0.058
N -0.552686 0.996778 0.719692 0.724 -0.030 -0.050
C -1.826065 0.554738 0.639998 -0.218 -0.089 -0.243
C -2.935217 0.793462 1.469218 -0.005 0.083 0.110
C -4.125786 0.188353 1.133771 -0.023 0.041 0.063
C -4.230807 -0.631275 0.005829 -0.004 -0.007 -0.014
C -3.108604 -0.811359 -0.770099 0.042 0.087 0.081
N -1.946605 -0.226015 -0.463955 0.038 -0.009 0.203
H -0.288454 -2.590624 6.704713 -0.009 0.032 -0.001
H -1.768893 -1.713175 7.104423 0.017 0.011 -0.011
H -0.218576 -1.144252 7.714505 -0.014 -0.019 -0.018
H 0.605489 -2.197384 4.551767 -0.016 0.041 -0.006
H 0.927323 -0.776396 2.555199 0.063 -0.053 -0.154
H -1.317401 2.347138 4.423607 0.026 -0.052 -0.006
H -1.623286 0.926750 6.436592 0.012 -0.008 -0.016
H -2.841044 1.448467 2.328764 -0.031 -0.122 -0.154
H -4.997465 0.356262 1.755903 0.024 -0.005 -0.015
H -5.162634 -1.107961 -0.261047 0.011 0.002 -0.002
H -3.120407 -1.429380 -1.659037 0.023 0.007 -0.027
C -0.440062 -3.853974 1.315279 -0.002 -0.042 0.099
C -0.351152 -2.976071 0.101501 0.042 -0.049 0.079
O 0.046470 -1.815054 0.309749 0.011 0.215 -0.299
C -0.700914 -3.487010 -1.201165 0.035 0.106 -0.099
C -1.309264 -4.758665 -1.316875 0.007 0.020 0.049
C -1.606209 -5.313369 -2.530385 0.009 -0.013 -0.078
C -1.259352 -4.609791 -3.698911 -0.009 0.002 0.094
C -0.658162 -3.382812 -3.627959 0.021 0.007 -0.111
C -0.375159 -2.758200 -2.385143 0.030 -0.092 0.074
O 0.181217 -1.589863 -2.399919 -0.102 0.187 0.109
H -0.049080 -3.302909 2.168102 0.001 -0.034 -0.046
H 0.127287 -4.773732 1.171086 -0.025 0.006 0.023
H -1.480633 -4.120272 1.513207 0.016 -0.016 -0.010
H -1.553493 -5.307473 -0.416830 0.006 0.017 -0.002
H -2.080361 -6.283340 -2.592743 0.006 0.021 0.002
H -1.463747 -5.047399 -4.668747 0.002 0.002 0.005
H -0.365746 -2.848546 -4.524143 -0.008 -0.012 0.015
O 3.678171 0.855174 -2.636397 -0.106 0.002 0.043
C 2.467672 0.923732 -2.639681 0.042 -0.037 -0.213
O 1.752198 0.612745 -1.589734 -0.187 0.208 0.238
C 1.760053 1.438413 -3.884520 -0.187 0.007 0.134
C 2.565846 1.648347 -5.001815 0.026 -0.038 0.067
C 2.042584 2.161110 -6.174169 -0.017 0.024 -0.048
C 0.694796 2.488735 -6.247234 0.044 -0.014 0.005
C -0.117959 2.283381 -5.147459 0.007 -0.032 0.028
C 0.396892 1.751316 -3.963208 0.113 0.001 -0.016
P -0.746683 1.515978 -2.568283 0.088 -0.266 0.037
C -2.297444 1.056797 -3.404822 -0.081 0.075 -0.064
C -3.445920 1.841264 -3.437369 -0.002 -0.080 -0.031
C -4.588929 1.376092 -4.080282 0.039 0.032 0.040
C -4.588521 0.136256 -4.699901 -0.015 0.006 0.001
C -3.438260 -0.643190 -4.685919 0.076 -0.002 0.037
C -2.299902 -0.186199 -4.040578 -0.063 0.031 0.003
C -0.976897 3.173260 -1.872634 -0.038 0.064 -0.002
C -2.032151 3.417998 -0.991004 0.056 0.036 0.004
C -2.160119 4.652935 -0.377576 -0.005 -0.039 -0.014
C -1.233839 5.654824 -0.632135 -0.028 -0.020 0.003
C -0.183538 5.419390 -1.504759 0.034 -0.030 -0.029
C -0.051967 4.184052 -2.125641 -0.060 -0.003 0.063
H 3.614255 1.400811 -4.913727 0.008 0.006 -0.013
H 2.686477 2.312416 -7.031572 -0.010 -0.006 0.019
H 0.276436 2.900181 -7.156960 0.013 -0.005 0.004
H -1.170450 2.532476 -5.207938 0.013 -0.004 0.003
H -3.454994 2.814486 -2.966472 -0.014 0.012 -0.029
H -5.479985 1.991005 -4.096779 0.011 -0.003 -0.002
H -5.481180 -0.221345 -5.197610 0.012 0.004 0.004
H -3.427613 -1.610930 -5.172241 0.006 0.012 0.006
H -1.401366 -0.788820 -4.019429 0.017 -0.042 -0.005
H -2.755552 2.641127 -0.776126 0.017 -0.017 0.050
H -2.971026 4.823059 0.319334 0.025 -0.005 -0.021
H -1.327122 6.614952 -0.141196 0.004 -0.009 -0.006
H 0.544368 6.196207 -1.701550 -0.007 -0.013 0.001
H 0.774658 4.007423 -2.800732 0.021 0.010 -0.013
N 3.847200 0.892350 0.556882 -0.021 -0.270 -0.178
C 3.883980 -0.159881 1.395620 0.220 0.032 -0.116
S 3.173534 -1.616222 0.978892 0.027 -0.022 0.067
N 4.614644 0.084614 2.526448 -0.115 0.047 -0.018
C 4.924609 -0.771020 3.604970 -0.011 0.049 -0.083
C 4.009534 -1.673442 4.127608 -0.158 -0.078 0.063
C 4.356109 -2.451571 5.221156 0.055 0.025 0.002
C 5.608049 -2.333064 5.811678 -0.043 -0.005 -0.014
C 6.517591 -1.423373 5.293390 -0.011 0.026 -0.049
C 6.180515 -0.651104 4.191336 0.038 0.010 0.042
H 3.337240 0.751269 -0.312481 0.088 0.088 0.296
H 3.823485 1.819915 0.943804 -0.007 0.115 0.032
H 5.172988 0.924829 2.485784 -0.032 -0.072 0.010
H 3.036115 -1.759227 3.669658 0.030 -0.011 0.047
H 3.633423 -3.152391 5.621545 0.014 0.007 -0.009
H 5.870690 -2.941616 6.667464 -0.006 0.009 -0.015
H 7.498508 -1.317385 5.739409 -0.016 0.000 -0.009
H 6.897186 0.049145 3.776140 -0.003 -0.012 0.016
```
Forces are in eV/Å.


# 3
A 2-piece molecular cluster, C5H14N2O overall. Source: the Open Molecules 2025 dataset; level of theory: ωB97M-V/def2-TZVPD.

## Properties
lowest unoccupied orbital energy = 0.648 eV
total charge = 0
E_tot = -10438.38309 eV
Kohn-Sham gap = 9.3 eV
ΔE to the lowest compared entry with this formula, charge and spin = 2.645 eV

The geometry in XYZ format:
```
22
Properties=species:S:1:pos:R:3:forces:R:3
N -1.823123 -0.586078 1.329309 1.186 0.736 0.578
C -0.714107 0.113446 0.672668 -0.828 -0.192 -0.864
C -0.615856 -0.290898 -0.791601 -0.466 -1.987 -0.820
C -0.164078 -1.775586 -1.006590 -0.142 1.184 -0.775
C 0.277533 -2.599249 -0.083037 0.999 0.294 2.510
C -0.810599 1.651637 0.820915 -0.844 0.234 0.226
N 0.456116 2.353221 0.717250 -0.748 0.131 0.269
H -2.142546 -1.438070 0.906660 -0.200 0.137 -0.159
H -2.511690 0.048654 1.690505 -0.341 -0.277 -0.122
H 0.282043 -0.197776 0.998284 -0.063 0.092 0.947
H 0.143393 0.299219 -1.270798 0.349 0.464 -0.454
H -1.559847 -0.254706 -1.409032 0.631 0.567 0.902
H -0.179463 -2.044169 -2.068643 -0.209 -0.268 0.366
H 0.476811 -2.205213 0.951185 -0.718 -0.240 -0.913
H 0.639088 -3.623368 -0.090293 -0.251 0.061 -1.027
H -1.333823 1.990019 1.744096 0.533 -0.660 -0.121
H -1.482083 2.055369 0.055522 0.095 -0.184 -0.230
H 0.792846 2.261384 -0.228907 0.618 -0.180 0.223
H 1.077218 1.983492 1.426457 0.404 0.049 -0.507
H 2.835936 1.407688 -1.884260 0.456 -0.370 0.297
H 3.592260 0.303616 -1.032388 0.229 0.340 -0.104
O 2.763970 0.547367 -1.447302 -0.690 0.070 -0.220
```
Forces are in eV/Å.


# 4
A 2-piece molecular cluster, C7H14O3 overall. Source: the Open Molecules 2025 dataset; level of theory: ωB97M-V/def2-TZVPD.

## Properties
lowest unoccupied orbital energy = -0.362 eV
total charge = 0
E_tot = -13627.99390 eV
Kohn-Sham gap = 9.5 eV
ΔE to the lowest compared entry with this formula, charge and spin = 1.189 eV

The geometry in XYZ format:
```
24
Properties=species:S:1:pos:R:3:forces:R:3
C 1.888657 -0.120108 0.963317 0.162 0.473 0.001
C 0.735840 0.729373 1.513280 0.095 -0.399 0.042
C -0.078738 0.001745 2.575135 0.065 0.141 -0.150
O 1.572007 -1.465579 0.701937 -0.326 -0.360 -0.133
H 0.673894 -1.529103 0.342386 0.211 -0.049 0.035
H 2.273537 0.363508 0.049896 0.060 -0.019 0.166
H 2.702474 -0.155561 1.694537 -0.043 0.111 -0.069
H 0.078264 1.031577 0.696123 0.054 0.175 0.040
H 1.166655 1.641040 1.930987 -0.013 0.078 -0.093
H -0.835209 0.664755 2.991422 -0.066 -0.008 0.078
H 0.569348 -0.338426 3.377942 0.022 -0.086 0.162
H -0.577128 -0.867820 2.149497 -0.039 -0.043 0.084
C -2.391191 0.651316 -0.658712 -0.012 0.022 0.243
C 0.543923 -0.680276 -2.695520 0.228 0.072 -0.092
C -1.217883 -0.237431 -0.914045 -0.421 0.381 0.119
C -0.169591 0.347944 -1.879994 0.328 -0.329 -0.240
O -1.064255 -1.331104 -0.421278 -0.016 0.075 -0.151
O 0.035784 1.534990 -1.918776 -0.167 -0.109 0.055
H 1.232572 -0.209401 -3.390324 0.002 0.054 -0.010
H -2.067028 1.690553 -0.651361 -0.036 0.006 -0.012
H -3.102138 0.529425 -1.474628 -0.073 0.008 -0.143
H -2.882243 0.384964 0.272394 -0.008 -0.066 0.045
H -0.176708 -1.295852 -3.233952 -0.032 -0.049 0.002
H 1.089156 -1.340532 -2.020265 0.026 -0.080 0.021
```
Forces are in eV/Å.


# 5
C42H48MgN4OSSi2 as an isolated structure. Source: the Open Molecules 2025 dataset; level of theory: ωB97M-V/def2-TZVPD.

## Properties
lowest unoccupied orbital energy = 0.277 eV
total charge = 0
E_tot = -84377.03502 eV
Kohn-Sham gap = 5.3 eV
ΔE to the lowest compared entry with this formula, charge and spin = 0.000 eV

The geometry in XYZ format:
```
99
Properties=species:S:1:pos:R:3:forces:R:3
Mg 1.060446 0.796396 0.577302 -0.164 -0.072 0.179
C 3.453997 -0.433868 -1.036141 0.964 -1.027 -0.409
N 2.777030 0.824609 -1.084269 -1.295 0.325 -0.247
C 3.548541 1.953085 -0.659791 0.342 1.254 0.452
C 3.914302 1.865894 0.790683 0.280 -0.888 -0.007
C 5.107006 2.387851 1.263487 -0.276 -0.183 1.583
C 5.433571 2.146639 2.614313 -0.412 -0.130 -0.590
C 4.542321 1.420807 3.419174 0.228 0.750 -1.070
C 3.349284 1.006300 2.848716 -0.138 0.023 -0.482
N 3.057355 1.166847 1.540474 0.546 0.253 0.893
C 2.119106 1.009763 -2.391514 0.660 -1.105 0.336
C 0.924708 1.887497 -2.273794 -0.580 0.605 -0.437
C 0.706934 2.913971 -3.183925 -0.895 0.447 0.885
C -0.432419 3.715333 -3.039167 -0.003 0.042 -0.758
C -1.355682 3.376992 -2.079594 0.243 -0.187 0.125
C -1.064418 2.323409 -1.228913 0.421 0.114 -0.057
N 0.066170 1.619152 -1.275217 0.203 0.036 -0.747
C 2.487394 -1.594349 -0.929382 -1.580 0.233 0.758
C 2.692119 -2.832745 -1.517861 0.473 0.845 0.060
C 1.810612 -3.859241 -1.247268 -0.319 -0.391 0.869
C 0.714906 -3.609420 -0.412807 0.895 -0.275 -0.957
C 0.548703 -2.338299 0.097125 -0.516 0.295 0.583
N 1.399569 -1.346882 -0.121308 1.608 -0.229 -1.346
H 4.134488 -0.557346 -1.921304 -0.370 -0.080 0.547
H 4.073447 -0.511997 -0.135275 0.044 0.314 -0.138
H 4.481755 2.089230 -1.213381 0.010 0.043 -0.404
H 2.954737 2.888421 -0.718260 -0.019 -0.431 -0.427
H 5.717375 3.019085 0.644006 0.266 -0.058 -0.227
H 6.374988 2.511925 3.016147 -0.176 -0.022 -0.015
H 4.762988 1.254015 4.452186 -0.045 -0.150 0.384
H 2.562877 0.546972 3.424773 -0.051 -0.237 0.189
H 2.869073 1.348059 -3.142501 -0.575 -0.028 0.203
H 1.765143 -0.009722 -2.675165 0.175 0.698 -0.101
H 1.432676 3.147790 -3.915685 0.673 0.078 -0.701
H -0.676415 4.575042 -3.686642 0.558 -0.551 0.246
H -2.237309 3.976696 -1.955565 -0.330 -0.048 0.156
H -1.719340 2.092105 -0.426374 -0.486 -0.269 0.642
H 3.570365 -2.950462 -2.142449 -0.061 -0.216 -0.004
H 2.058726 -4.873898 -1.559894 -0.346 0.255 -0.221
H 0.015809 -4.391282 -0.201684 -0.288 -0.203 0.191
H -0.284764 -2.097985 0.771063 0.359 -0.082 -0.482
C -2.360329 0.055316 1.955606 -0.534 -0.242 -0.589
Si -0.537060 -0.029540 2.435981 0.304 0.983 0.509
C -0.481018 -1.622718 3.435495 -1.090 -0.313 -0.097
C -0.375865 1.296502 3.846113 0.436 0.154 0.247
C -0.719037 0.979936 5.179862 0.208 -0.436 -0.320
C -0.386527 1.782712 6.259967 0.362 0.467 -0.116
C 0.297223 2.989234 6.042474 -0.158 -0.845 -0.351
C 0.609975 3.324610 4.740358 0.053 0.137 -0.667
C 0.301203 2.526159 3.612256 -0.559 0.059 0.755
Si 0.462050 3.141100 1.810227 0.138 -0.016 -0.266
C -1.226142 4.039624 1.605192 -0.048 -0.885 0.045
C 1.623147 4.652619 1.899848 -0.085 0.211 0.189
H -2.999359 -0.171693 2.805597 -0.247 -0.368 0.119
H -2.585504 -0.586668 1.074289 0.061 0.216 0.740
H -2.647047 1.064756 1.675770 0.097 0.338 -0.189
H -1.194416 -1.574481 4.259982 0.257 0.025 0.332
H 0.475667 -1.989636 3.753538 0.526 -0.072 0.309
H -0.940950 -2.386928 2.821968 0.033 -0.558 -0.446
H -1.181639 0.003372 5.373855 0.070 0.539 0.076
H -0.587560 1.442841 7.261921 -0.195 -0.007 0.245
H 0.644789 3.643969 6.829419 -0.207 -0.104 0.273
H 1.122296 4.269929 4.604981 0.088 0.079 -0.212
H -1.275266 4.784119 2.375671 -0.100 0.654 0.428
H -2.083806 3.373661 1.767374 0.129 0.003 -0.099
H -1.332201 4.507145 0.635996 -0.034 0.261 -0.325
H 1.268893 5.415577 2.594107 -0.171 0.128 0.127
H 1.732700 5.152603 0.935897 0.052 -0.081 -0.145
H 2.606745 4.374156 2.260900 0.442 -0.145 -0.031
O -1.913495 -1.177830 -1.168990 0.783 -0.467 0.482
S -3.244151 -0.740181 -1.593999 -1.417 -0.378 -1.153
C -4.541966 -1.865675 -0.820887 1.026 -0.640 -0.450
C -4.109905 -3.312787 -0.768301 -0.028 0.598 -0.149
C -3.130418 -3.750778 0.114247 0.161 0.886 0.385
C -2.725244 -5.059594 0.114050 -0.010 -1.478 0.485
C -3.336742 -5.974166 -0.751275 0.151 0.362 -0.413
C -4.301599 -5.554604 -1.662123 0.672 -0.114 0.259
C -4.667719 -4.222625 -1.645934 -0.470 -0.046 -0.322
C -3.429898 -1.360136 -3.397509 0.793 0.018 0.635
C -2.030961 -1.409870 -3.969859 -0.368 -0.908 0.808
C -1.310731 -2.607710 -3.868282 0.416 0.806 -0.544
C -0.001479 -2.644468 -4.357798 -1.098 -0.946 0.632
C 0.535803 -1.513592 -4.881279 0.941 0.616 -0.415
C -0.144108 -0.300931 -4.945220 0.260 -0.782 0.246
C -1.418730 -0.253380 -4.444153 -0.999 0.524 0.008
H -5.469034 -1.771439 -1.376466 -0.086 0.309 -0.109
H -4.635041 -1.450638 0.159568 -0.226 0.284 0.693
H -2.705803 -3.036078 0.813901 0.042 -0.086 -0.057
H -2.002115 -5.452700 0.856447 -0.410 0.498 -0.572
H -3.029412 -7.000895 -0.781261 0.170 -0.362 0.202
H -4.690042 -6.245307 -2.406544 -0.147 0.123 0.264
H -5.446603 -3.887115 -2.307538 -0.199 0.125 -0.302
H -3.995457 -0.588085 -3.879537 -0.516 0.376 -0.280
H -3.957655 -2.321809 -3.458660 0.285 0.289 0.190
H -1.736715 -3.473883 -3.403507 -0.346 -0.308 0.116
H 0.590419 -3.560771 -4.344270 -0.230 0.213 0.158
H 1.556136 -1.616068 -5.194405 0.421 0.395 -0.444
H 0.334668 0.550338 -5.368838 0.225 0.603 -0.150
H -1.991176 0.688098 -4.400557 0.356 -0.435 -0.198
```
Forces are in eV/Å.


Number 1: M 97.073 g mol⁻¹. Number 2: M 890.900 g mol⁻¹. Number 3: M 118.180 g mol⁻¹. Number 4: M 146.186 g mol⁻¹. Number 5: M 737.417 g mol⁻¹.